127
Properties=species:S:1:pos:R:3:forces:R:3 method="wB97M-V/def2-TZVPD" multiplicity=2 homo_energy_ev="-8.0 / -8.0" energy_ha=-2383.79492 largest_force_ev_per_a=1.25 gap_ev="8.205 / 7.970"
O -3.055277 -2.897082 0.947839 0.191 -0.339 -0.114
O 0.310437 3.584090 -1.006253 0.432 -0.209 0.169
N 5.230553 3.100513 -3.262109 -0.012 -0.035 0.010
N 0.312766 7.578309 -5.991310 0.008 0.015 -0.052
N -4.428714 -5.316229 0.006776 0.051 -0.064 -0.111
N 2.877692 6.283162 -4.231672 -0.004 0.012 -0.065
N -4.915497 -2.547576 4.892660 0.018 -0.001 -0.066
N 3.496051 1.437088 4.152259 -0.021 -0.013 -0.009
N 4.417126 -6.423423 0.837978 0.009 0.001 0.005
N -2.394028 -1.945937 0.412556 -1.065 0.625 0.224
C -1.704269 -1.373994 2.667030 -0.109 0.203 0.099
C 1.984675 7.834726 -2.933725 0.006 0.015 0.013
C -5.565591 -7.155350 -0.471135 -0.009 -0.007 -0.008
C -4.210035 -1.692930 -1.271575 0.096 0.069 -0.260
C -3.290748 0.117861 1.478104 0.093 0.102 -0.040
C -0.416831 2.859225 -0.012319 -0.437 0.169 0.134
C -1.003949 0.404496 -0.714436 0.101 0.288 -0.323
C 3.629998 -0.137776 5.699903 -0.020 -0.002 0.007
C 3.075429 2.675880 -2.983730 -0.058 0.014 -0.056
C -1.731293 7.330429 -6.804854 -0.013 -0.002 0.006
C 3.413043 7.474478 -4.635362 -0.034 -0.032 -0.034
C -6.772730 -2.322609 6.070651 -0.008 0.009 0.012
C 3.908202 0.154417 4.391827 -0.021 -0.012 -0.064
C -4.390916 -6.485708 -0.698085 -0.017 0.039 0.019
C -6.276351 -2.673915 4.843978 0.027 0.021 0.001
C -2.110026 -0.332061 -1.521628 -0.112 -0.015 0.313
C -1.127726 3.808537 0.944909 -0.050 -0.157 -0.130
C -5.611563 -5.226668 0.681795 0.013 0.009 -0.007
C 2.875067 8.462286 -3.848555 -0.018 0.028 -0.002
C 3.672315 1.588078 -3.680791 -0.004 0.004 -0.033
C -0.849785 -0.134972 0.707589 -0.309 -0.279 0.077
C 2.668276 -3.363869 2.584523 -0.578 0.112 0.128
C -0.952257 6.202863 -7.178910 -0.005 -0.014 0.003
C 1.647718 0.221070 -0.711189 0.141 -0.164 -0.264
C 2.884856 -1.454726 0.824400 -0.217 -0.349 0.072
C 0.303292 6.388128 -6.660267 0.004 0.021 0.012
C 3.026674 1.015765 6.272055 -0.010 -0.007 0.007
C 5.665212 -6.933318 0.602965 -0.022 0.018 0.005
C 5.946207 -7.826368 1.601412 0.004 -0.012 0.006
C -2.701223 -1.677348 -1.014078 0.431 -0.293 -0.648
C 3.896811 -6.980563 1.974048 -0.012 0.019 -0.023
C -4.533958 -2.122613 6.135346 0.002 0.007 -0.036
C -2.081448 -2.842455 -1.810495 0.054 0.032 0.545
C 5.001468 1.879551 -3.835195 0.001 0.024 0.001
C 2.162546 -1.224823 -0.512579 0.154 0.547 -0.017
C 2.004478 -2.171253 1.884555 0.297 0.346 -0.400
C -0.919938 8.158725 -6.073305 0.020 0.004 0.018
C 4.822282 -7.857192 2.472003 0.018 0.000 0.001
C 2.009722 6.490776 -3.198885 0.012 -0.009 0.027
C -5.665753 -1.971930 6.891054 -0.012 0.002 0.008
C 4.065036 3.589252 -2.735261 0.060 0.061 -0.013
C -6.342847 -6.353399 0.407105 -0.017 -0.005 0.002
C -1.411732 1.899482 -0.681743 0.268 -0.234 -0.214
C 0.336831 0.309248 -1.509769 0.248 -0.166 0.216
C -2.088531 -0.806014 1.301072 0.561 -0.144 0.225
C 2.958582 1.969684 5.292552 0.001 -0.009 -0.026
H 3.576429 1.914364 3.274049 0.022 0.015 -0.017
H 0.393271 1.162853 -2.186084 -0.093 0.053 -0.029
H -6.772379 -3.001134 3.946621 -0.011 -0.014 0.002
H -4.703972 -0.794062 -0.910485 -0.066 -0.036 0.193
H 3.098537 9.513726 -3.918296 0.019 0.005 0.013
H 4.359587 -0.438328 3.614320 0.014 -0.012 0.007
H 2.918568 -6.705978 2.328633 -0.005 -0.009 0.014
H 2.684451 1.131208 7.286495 -0.001 -0.001 0.009
H 1.394280 8.315390 -2.172113 -0.006 0.011 0.001
H -0.544677 0.649868 1.399395 0.071 0.103 0.002
H -5.836704 -8.111460 -0.886303 -0.004 -0.008 -0.001
H -0.191778 4.371204 -1.205739 -0.236 0.351 -0.183
H -4.292211 -2.747869 4.131639 -0.004 -0.064 -0.017
H 3.180317 0.695323 -4.029846 -0.009 -0.010 -0.004
H -2.617360 -3.764851 -1.595842 -0.023 -0.073 -0.117
H 1.585869 0.727177 0.250681 -0.119 0.006 0.097
H -5.697619 -1.649128 7.917929 -0.002 0.002 0.008
H 1.332548 -1.922666 -0.630862 -0.011 -0.162 0.083
H 2.938108 -3.110240 3.607001 0.315 -0.027 0.011
H 1.185651 5.774161 -6.711761 0.004 -0.009 -0.018
H 1.108657 7.968226 -5.510393 -0.004 -0.045 0.053
H -2.968329 0.990040 2.048379 -0.051 0.022 0.096
H 3.780084 -2.052623 0.651240 0.057 -0.056 0.003
H 6.117908 3.566567 -3.231083 0.025 -0.001 0.026
H -0.070156 -0.893365 0.747066 0.049 0.034 -0.037
H -3.535278 -6.744390 -1.298338 0.002 -0.018 -0.005
H 2.856437 -1.429680 -1.328880 -0.041 -0.101 -0.113
H 4.126764 7.520328 -5.439956 0.007 0.014 -0.002
H -4.071189 -0.391372 2.038927 -0.113 -0.039 -0.017
H -4.348922 -1.715984 -2.353734 -0.052 0.021 -0.038
H 1.487024 5.667334 -2.743084 0.007 -0.024 -0.006
H 3.089652 5.383093 -4.626249 0.013 -0.049 0.065
H -5.830243 -4.372438 1.299635 0.000 0.007 0.004
H -3.705861 0.480244 0.542376 -0.011 -0.031 -0.082
H -1.011715 -2.206383 2.578315 0.056 -0.044 -0.034
H 5.797563 1.326824 -4.303152 -0.002 -0.010 -0.011
H 1.107133 -2.501995 1.363066 -0.078 -0.181 0.091
H -2.410483 2.021366 -0.265391 -0.027 -0.062 0.189
H -3.704157 -4.614961 0.034425 -0.036 0.067 0.212
H -2.942983 0.356375 -1.669703 -0.072 0.020 0.089
H 3.835924 -1.072903 6.192793 0.007 -0.004 0.008
H 2.578644 2.976459 5.310563 -0.004 0.007 0.011
H -1.275202 5.355717 -7.760467 -0.003 -0.004 -0.005
H -1.045197 -2.989075 -1.504360 0.114 0.044 -0.124
H -7.322788 -6.578292 0.793463 -0.006 -0.006 0.003
H -1.484512 3.260754 1.817746 0.004 -0.001 0.055
H 0.312412 -0.570632 -2.156756 -0.057 -0.076 -0.007
H -0.463824 4.604519 1.274719 0.058 0.040 0.061
H 2.043078 2.774373 -2.686954 0.019 0.018 0.047
H 4.708097 -8.453911 3.361015 0.001 -0.005 0.006
H 1.950704 -4.181685 2.659612 0.049 -0.105 0.043
H -1.725266 -0.530255 -2.519461 -0.025 0.093 -0.106
H 6.243198 -6.618859 -0.248624 0.011 -0.006 -0.005
H 1.678169 -1.435858 2.619855 -0.108 -0.056 0.126
H -1.238742 -0.586908 3.260009 0.085 0.045 -0.001
H -2.583499 -1.701649 3.214053 -0.021 -0.124 -0.023
H 6.855240 -8.395504 1.697847 0.006 -0.005 0.003
H -2.765317 7.512430 -7.044965 -0.007 0.000 -0.004
H -4.678443 -2.582966 -0.863334 -0.041 -0.022 0.111
H 2.408614 0.758107 -1.278625 0.037 0.097 0.144
H -7.812632 -2.318998 6.350313 -0.007 0.001 0.005
H 3.951635 -5.747367 0.262378 -0.017 0.008 -0.013
H -3.496412 -1.964639 6.374445 0.006 -0.003 0.012
H -1.117108 9.107929 -5.605488 -0.011 0.008 -0.003
H -2.006992 4.241786 0.464258 -0.006 0.134 -0.044
H 3.232959 -0.493957 1.207253 0.087 0.046 0.020
H 0.324123 2.314372 0.566077 0.186 -0.056 -0.127
H 4.038375 4.541754 -2.233522 -0.005 -0.016 0.027
H 3.535559 -3.734785 2.044928 0.150 0.012 0.029
H -2.123391 -2.636826 -2.875286 -0.053 -0.047 -0.109
H -1.470554 2.214084 -1.726118 -0.165 0.095 -0.027



64
Properties=species:S:1:pos:R:3:forces:R:3 method="wB97M-V/def2-TZVPD" homo_energy_ev=-10.3 smiles=ClCCCl.ClCCCl.ClCCCl.ClCCCl.ClCCCl.ClCCCl.ClCCCl.ClCCCl energy_ha=-7991.90198 largest_force_ev_per_a=2.17 gap_ev=10.316
Cl 22.235430 -6.507625 8.214757 -1.567 -0.567 0.720
Cl 15.405340 -6.086515 13.968538 0.854 -0.131 0.227
Cl 20.270065 -11.556357 3.798260 -0.335 0.045 -0.064
Cl 23.021197 -9.349062 12.822686 -0.127 0.377 -1.053
Cl 14.580829 -7.621653 8.016291 -0.295 0.206 0.603
Cl 22.439536 -11.863593 10.772457 0.415 -1.218 0.314
Cl 14.804978 -13.673072 9.432264 -0.032 -0.274 -0.311
Cl 14.795582 -11.156875 11.530363 0.139 -0.051 -0.639
Cl 18.097137 -3.179142 11.280800 0.426 -0.146 -0.090
Cl 23.462567 -7.099607 5.067424 -0.248 -0.191 0.095
Cl 15.608788 -10.222721 6.269700 -0.196 0.188 -0.568
Cl 17.491104 -8.738337 10.753104 -0.028 0.095 0.091
Cl 16.814240 -6.558710 17.092959 -0.147 -0.114 0.231
Cl 20.150872 -0.600780 10.535268 -0.273 -0.158 -0.610
Cl 19.493421 -6.577791 12.084721 0.060 0.613 0.412
Cl 20.200155 -9.112206 7.303846 -0.088 -0.023 0.187
C 14.859405 -10.970793 9.739637 -0.335 0.192 -0.787
C 15.535591 -8.498480 5.685437 0.601 -0.851 0.364
C 16.807366 -5.104873 16.062707 -0.391 0.207 1.117
C 20.748142 -9.877859 5.794880 -0.916 0.428 -1.174
C 18.202626 -7.413269 9.809650 1.074 -0.137 -0.492
C 21.860253 -10.249182 10.507403 -1.206 0.360 -0.236
C 24.344345 -6.788543 6.580512 0.145 1.484 0.354
C 16.985443 -5.471928 14.655393 -0.172 0.247 -1.652
C 14.117661 -12.109075 8.979156 0.018 1.315 1.264
C 22.827812 -9.226591 11.011435 0.761 -0.220 -0.081
C 23.591198 -5.764741 7.493674 1.855 -0.170 -1.115
C 19.555965 -10.616676 5.144599 1.225 -0.413 0.956
C 20.321193 -1.699009 11.914618 -0.551 -0.456 1.006
C 19.836027 -3.143848 11.695297 0.935 0.437 -1.108
C 19.590268 -6.972189 10.363879 -1.202 -1.031 0.045
C 15.914884 -7.664363 6.884746 0.422 0.671 -0.808
H 25.258064 -6.294324 6.250414 0.118 -0.179 0.161
H 14.105171 -11.965188 7.898767 0.400 -0.045 0.147
H 17.167804 -4.580272 14.055570 0.123 0.043 0.051
H 19.700204 -1.250103 12.689817 0.519 0.085 0.233
H 14.542564 -8.294235 5.285081 0.090 -0.047 0.263
H 21.609880 -10.515735 5.991388 -0.299 0.009 0.020
H 17.812360 -6.162176 14.488471 -0.409 -0.258 -0.070
H 21.685346 -10.212999 9.432137 0.214 0.587 0.021
H 24.587496 -7.730798 7.071564 -0.244 0.155 0.012
H 17.591580 -4.463467 16.464817 0.035 0.012 -0.304
H 14.391157 -10.008850 9.531036 -0.346 -0.191 -0.001
H 18.779795 -9.951097 4.766882 0.187 -0.099 0.104
H 19.180841 -11.308776 5.898505 -0.367 -0.071 -0.387
H 20.055538 -6.185084 9.770503 -0.228 0.058 0.230
H 18.435086 -7.860907 8.843379 -0.077 0.109 -0.100
H 13.084475 -12.046260 9.320751 -0.015 -0.432 -0.016
H 17.444797 -6.649406 9.635556 0.263 0.194 0.478
H 23.781615 -9.466978 10.541770 0.253 0.064 0.415
H 20.999085 -9.079732 5.096220 0.473 0.026 0.320
H 16.823209 -8.016484 7.373678 -0.256 -0.342 -0.025
H 20.881309 -10.165061 10.979291 0.025 0.042 0.137
H 16.270343 -8.424574 4.883696 -0.003 0.061 0.105
H 22.599510 -8.214676 10.676755 -0.348 0.030 0.509
H 20.008445 -3.930115 12.430250 -0.097 0.833 0.756
H 24.229334 -5.402455 8.299667 0.266 -0.237 -0.115
H 23.308408 -4.882450 6.919476 -0.189 -0.217 -0.117
H 20.502270 -3.489841 10.905032 -0.719 -0.290 -0.788
H 15.841755 -4.607681 16.154921 0.116 -0.009 0.346
H 16.149276 -6.649218 6.564388 -0.293 0.159 0.001
H 15.878676 -10.803349 9.391575 0.160 -0.572 0.372
H 20.219832 -7.861235 10.400401 0.068 0.093 -0.549
H 21.395776 -1.657776 12.092580 -0.239 -0.285 0.595